Computed, not measured: 15 unconnected molecules or ions with the total composition C34H83N15O33P, with ωB97M-V with the def2-TZVPD basis set.

```
166
C34H83N15O33P | OMol25 | ωB97M-V with the def2-TZVPD basis set
C 1.1463 -2.5216 1.1852
O 1.1066 -1.3587 1.9935
C -0.0561 -1.2591 2.8222
C -0.7846 0.0708 2.6169
C -1.8331 0.0511 1.4824
C -1.6122 1.1471 0.4297
C -2.2309 0.8239 -0.9380
C -2.6847 2.0527 -1.7645
C -4.1612 2.0163 -2.2086
C -4.4054 1.0777 -3.3956
C -4.8336 -0.3381 -2.9787
C -5.3273 -1.1364 -4.1818
C -5.9644 -2.5276 -3.9178
P -5.9755 -3.3525 -5.5416
O -6.8080 -2.6509 -6.5271
O -4.4480 -3.4811 -6.0220
O -6.4624 -4.8689 -5.3371
C -5.1578 -3.4125 -2.9363
C -5.4602 -3.2937 -1.4200
C -4.2409 -2.7500 -0.6331
C -5.7839 -4.6819 -0.8530
N -6.5982 -2.3649 -1.1689
O -6.8615 -2.2252 0.0704
C -7.8088 -2.3668 -2.0358
C -8.7737 -3.4886 -1.6209
C -8.5088 -1.0250 -1.7925
C -7.4600 -2.4788 -3.5380
H 0.9051 -3.4205 1.7607
H 2.1633 -2.6227 0.8049
H 0.4671 -2.4305 0.3305
H -0.7271 -2.0949 2.5906
H 0.2466 -1.3738 3.8694
H -0.0353 0.8359 2.3979
H -1.2517 0.3375 3.5703
H -2.8450 0.1327 1.8857
H -1.7664 -0.9196 0.9726
H -2.0293 2.0915 0.7989
H -0.5342 1.2921 0.3180
H -3.0979 0.1757 -0.7719
H -1.4918 0.2464 -1.5023
H -2.5347 2.9447 -1.1461
H -2.0504 2.1705 -2.6484
H -4.7734 1.7120 -1.3503
H -4.4860 3.0371 -2.4350
H -3.5080 0.9774 -4.0160
H -5.2127 1.4900 -4.0046
H -3.9467 -0.8338 -2.5788
H -5.5919 -0.2683 -2.1968
H -4.4621 -1.2864 -4.8407
H -6.0306 -0.5364 -4.7654
H -3.8005 -3.5065 -5.3072
H -5.7516 -5.5108 -5.2310
H -5.3522 -4.4573 -3.2007
H -4.0899 -3.2429 -3.1062
H -3.8316 -3.5177 0.0252
H -3.4420 -2.4090 -1.2887
H -4.5393 -1.9136 -0.0031
H -5.9510 -4.6179 0.2215
H -4.9221 -5.3291 -1.0368
H -6.6478 -5.1381 -1.3384
H -9.7870 -3.2044 -1.9124
H -8.5506 -4.4371 -2.1131
H -8.7549 -3.6297 -0.5404
H -8.8540 -0.9474 -0.7626
H -7.8230 -0.2034 -1.9997
H -9.3520 -0.9363 -2.4806
H -7.9413 -3.3880 -3.9107
H -7.9135 -1.6557 -4.0908
C -4.3896 7.1437 -0.3328
N -3.8310 5.8298 -0.7466
O -2.7763 5.4824 -0.2633
O -4.4772 5.1759 -1.5331
H -3.6862 7.6106 0.3458
H -4.5300 7.7324 -1.2327
H -5.3459 6.9572 0.1465
C 3.7670 -2.3111 3.7323
N 4.4857 -3.4748 3.1480
O 5.6903 -3.4048 3.0350
O 3.8091 -4.4270 2.8204
H 4.4962 -1.5447 3.9693
H 3.0427 -1.9744 2.9941
H 3.2642 -2.6683 4.6267
C 8.8854 -3.4348 3.3687
N 9.8657 -2.5279 4.0197
O 10.8679 -2.2221 3.4011
O 9.6090 -2.1354 5.1396
H 9.2590 -3.6935 2.3873
H 8.7766 -4.3079 4.0056
H 7.9460 -2.8963 3.3035
C -8.8187 3.2993 -3.9460
N -7.8596 2.1730 -3.8022
O -7.7068 1.4367 -4.7557
O -7.2674 2.0603 -2.7480
H -9.2360 3.2470 -4.9443
H -9.5840 3.1835 -3.1842
H -8.2612 4.2167 -3.7953
C 0.2895 4.7030 0.1775
N 0.6947 3.3902 0.7315
O 0.9891 3.3360 1.9105
O 0.7022 2.4447 -0.0245
H 0.3439 5.4340 0.9744
H 0.9761 4.9414 -0.6275
H -0.7223 4.5941 -0.1848
C -4.6960 6.6628 -5.0037
N -6.1787 6.7359 -4.9244
O -6.7690 5.7917 -4.4450
O -6.7023 7.7500 -5.3378
H -4.3693 5.7208 -4.5792
H -4.4126 6.7515 -6.0483
H -4.3256 7.5119 -4.4369
C 3.5913 1.3811 1.3857
N 4.7977 0.5929 1.7465
O 5.5848 1.0601 2.5441
O 4.9021 -0.4905 1.2170
H 3.6209 2.3139 1.9342
H 3.6132 1.5394 0.3125
H 2.7274 0.7759 1.6473
C -5.8373 10.9687 -4.1760
N -4.9314 10.5132 -3.0858
O -4.3553 11.3398 -2.4224
O -4.8351 9.3071 -2.9340
H -5.8237 12.0515 -4.1921
H -5.4674 10.5388 -5.1018
H -6.8242 10.5729 -3.9573
C 4.2752 7.0206 1.4882
N 3.3893 6.2283 0.5928
O 2.4871 6.8048 0.0208
O 3.6240 5.0430 0.4946
H 3.9393 8.0498 1.4712
H 4.1993 6.5838 2.4793
H 5.2871 6.9169 1.1088
C 12.4082 -3.2988 6.4081
N 13.5703 -4.1926 6.6577
O 14.4466 -3.7894 7.3964
O 13.5716 -5.2749 6.1120
H 12.5586 -2.3829 6.9670
H 12.3645 -3.1138 5.3382
H 11.5202 -3.8304 6.7367
C -8.2032 -4.2208 -8.6031
N -9.0519 -5.1224 -9.4299
O -10.1300 -4.7128 -9.8065
O -8.6052 -6.2253 -9.6748
H -8.7223 -3.2821 -8.4632
H -8.0295 -4.7140 -7.6535
H -7.2663 -4.0786 -9.1314
C 9.9231 -0.2966 0.0288
N 9.8308 -1.7728 0.1900
O 8.7844 -2.2304 0.6011
O 10.8133 -2.4210 -0.0940
H 8.9739 0.1331 0.3254
H 10.7372 0.0398 0.6638
H 10.1518 -0.1017 -1.0144
C 15.4575 -2.0433 10.1268
N 14.5212 -0.9031 9.9136
O 13.8013 -0.9236 8.9389
O 14.5448 -0.0207 10.7454
H 15.3347 -2.7527 9.3176
H 16.4611 -1.6303 10.1531
H 15.2065 -2.4798 11.0889
C 14.3064 -7.3103 8.8837
N 13.1462 -7.7461 9.7074
O 13.2893 -8.7051 10.4348
O 12.1253 -7.1004 9.5931
H 15.1402 -7.9692 9.0924
H 14.0045 -7.3548 7.8416
H 14.5259 -6.2824 9.1565
```

Values from the calculation:
Electronic energy, eV: -135773.810
Largest force on an atom, eV Å⁻¹: 1.332
Frontier orbital gap (alpha / beta), eV: 7.67 / 8.99
2S+1: 2
Expectation value of S²: 0.754
Molecular weight, u: 1261.1